A 2-piece molecular cluster, C5H9NS overall. Source: the Open Molecules 2025 dataset; level of theory: ωB97M-V/def2-TZVPD.

The value obtained for the HOMO energy (alpha / beta) is -8.1 / -8.1 eV. Its gap between HOMO and LUMO (alpha / beta) is 0.301 / 0.301 Ha. The value obtained for the LUMO energy (alpha / beta) is 0.06 / 0.06 eV. The calculation puts the energy relative to the best compared isomer or geometry (same formula, charge and spin) at 128.7 kcal/mol.

Positions of all 16 atoms, in Å:
C 1.136 0.067 0.364
C -1.911 -0.439 -2.021
C -1.786 -0.776 -0.574
C -1.346 -1.665 -1.480
C 1.914 -0.339 -0.769
N 0.196 0.453 2.767
S 1.159 -0.504 1.917
H 0.410 0.913 0.460
H -2.844 -0.521 -2.542
H -1.305 0.275 -2.513
H -1.927 -0.407 0.488
H -0.839 -2.485 -1.731
H 2.213 -1.444 -0.672
H 1.282 -0.324 -1.664
H 2.836 0.368 -0.944
H 0.081 -0.041 3.629


C6H12N2O4S as an isolated structure. Source: the Open Molecules 2025 dataset; level of theory: ωB97M-V/def2-TZVPD.

The value obtained for the HOMO energy is -9.4 eV. Its gap between HOMO and LUMO is 0.334 Ha. The value obtained for the LUMO energy is -0.33 eV. The calculation puts the energy relative to the best compared isomer or geometry (same formula, charge and spin) at 142.2 kcal/mol.

Positions of all 25 atoms, in Å:
C 1.084 -0.670 -2.115
C 0.750 -0.341 -0.476
C 0.479 -1.960 -2.564
C -0.524 0.554 1.449
C -1.353 -0.636 1.922
C -1.440 1.836 1.597
H 2.813 0.441 -1.891
H 2.924 -1.175 -1.628
H 0.760 0.098 -2.758
H -0.582 -1.815 -2.705
H 0.503 -2.858 -1.670
H 2.139 -1.816 -3.479
H -1.326 0.017 -0.339
H 0.288 0.600 2.095
H -1.792 1.773 2.517
H -2.216 1.663 0.725
H 0.773 2.126 0.556
H -1.659 -2.339 1.796
N 2.475 -0.677 -2.360
N -0.299 0.305 -0.003
O 1.685 -0.467 0.366
O 1.146 -2.342 -3.816
O -2.159 -0.413 2.814
O -1.355 -1.704 1.084
S -0.398 3.287 1.304


One molecule with the formula C5H8O. Source: the Open Molecules 2025 dataset; level of theory: ωB97M-V/def2-TZVPD.

The value obtained for the HOMO energy is -9.3 eV. Its gap between HOMO and LUMO is 0.379 Ha. The value obtained for the LUMO energy is 1.02 eV. The SMILES is OC1CC=CC1. The calculation puts the energy relative to the best compared isomer or geometry (same formula, charge and spin) at 31.5 kcal/mol.

Positions of all 14 atoms, in Å:
O 1.870 0.547 -0.196
C 0.659 0.084 -0.766
C 0.282 -1.146 0.106
C -0.876 -0.632 0.931
C -1.157 0.651 0.682
C -0.495 1.112 -0.587
H 2.127 -0.196 0.388
H 0.786 -0.157 -1.835
H 1.259 -1.373 0.755
H 0.099 -2.087 -0.426
H -1.387 -1.256 1.656
H -1.762 1.302 1.311
H -1.211 0.984 -1.416
H -0.195 2.168 -0.601


C3H6BrI as an isolated structure. Source: the Open Molecules 2025 dataset; level of theory: ωB97M-V/def2-TZVPD.

The value obtained for the HOMO energy (alpha / beta) is -8.7 / -8.2 eV. Its gap between HOMO and LUMO (alpha / beta) is 0.304 / 0.304 Ha. The value obtained for the LUMO energy (alpha / beta) is -0.40 / 0.07 eV. The calculation puts the energy relative to the best compared isomer or geometry (same formula, charge and spin) at 84.2 kcal/mol.

Positions of all 11 atoms, in Å:
C 0.705 -1.828 -0.280
C -1.136 0.991 0.031
C 0.335 0.827 0.180
Br 1.398 1.632 -1.165
I 1.089 1.054 2.148
H 1.649 -1.730 -0.774
H 0.683 -2.112 0.748
H -0.177 -1.938 -0.875
H -1.450 2.008 0.292
H -1.659 0.299 0.692
H -1.436 0.797 -0.997